Entry 1:
Formula: C5H6OS2
Source: OMol25
Level of theory: wB97M-V/def2-TZVPD

Properties
Gap between HOMO and LUMO = 9.334 eV
HOMO = -9.1417 eV
Net charge = 0
Electronic energy = -1065.62116 a.u.
Relative energy (zero: lowest compared OMol25 entry of this formula, charge and spin) = 67.50 kcal/mol
SMILES = C=C[C@@H]1SCSC1=O

Each line ends with the natural charge from an NBO analysis.
Element x y z (Å)
C -0.52 0.96 1.13  -0.204
H 0.64 -0.78 0.50  0.252
C -0.01 0.01 0.12  -0.401
H 2.11 -1.30 -1.74  0.238
S 1.08 1.01 -1.09  0.226
H 1.58 -0.34 -3.24  0.259
H -1.13 1.81 0.69  0.223
H -0.10 -0.12 3.14  0.197
C -0.67 0.72 2.49  -0.311
O -1.89 -0.96 -0.02  -0.563
C -0.82 -0.76 -0.70  0.286
C 1.33 -0.42 -2.11  -0.687
H -1.13 1.37 3.12  0.191
S -0.48 -1.19 -2.30  0.295

Entry 2:
Formula: C5H7Cl
Source: OMol25
Level of theory: wB97M-V/def2-TZVPD

Properties
Gap between HOMO and LUMO = 9.217 eV
HOMO = -8.5562 eV
Net charge = 0
Electronic energy = -654.74460 a.u.
Relative energy (zero: lowest compared OMol25 entry of this formula, charge and spin) = 91.56 kcal/mol

Each line ends with the natural charge from an NBO analysis.
Element x y z (Å)
H 1.56 1.58 1.10  0.177
C -0.32 -1.37 -0.21  -0.231
H -2.09 -1.46 -1.29  0.205
C 0.43 1.91 -0.62  -0.492
H -0.25 1.61 -1.37  0.211
C 0.44 -0.86 0.94  -0.265
H -0.25 -0.73 1.86  0.241
Cl 2.11 -1.09 1.03  0.044
C -1.59 -1.18 -0.42  -0.368
H -2.07 -0.68 0.30  0.180
H 0.98 2.82 -0.69  0.215
C 0.81 1.21 0.41  -0.123
H 0.25 -1.76 -1.04  0.206

Entry 3:
Formula: C4H10N3O
Source: OMol25
Level of theory: wB97M-V/def2-TZVPD

Properties
Gap between HOMO and LUMO = 10.429 eV
HOMO = -13.8187 eV
Net charge = +1
Electronic energy = -397.64657 a.u.
Relative energy (zero: lowest compared OMol25 entry of this formula, charge and spin) = 20.52 kcal/mol
SMILES = [H]/N=C(\C[NH2+]C)C(N)=O

Each line ends with the natural charge from an NBO analysis.
Element x y z (Å)
H -1.98 0.51 -0.58  0.443
N 1.08 -2.26 0.43  -0.552
H 2.07 -1.42 2.39  0.425
H -1.61 1.60 -2.49  0.232
H -0.58 1.02 0.30  0.477
O -0.35 0.50 1.79  -0.642
H -0.67 -1.38 -1.42  0.262
N 1.31 -0.85 2.57  -0.739
C 0.50 -1.19 0.33  0.214
H 1.07 -2.96 -0.35  0.378
N -0.93 0.72 -0.64  -0.538
C -0.97 1.90 -1.67  -0.421
H 1.51 -0.25 3.41  0.421
H 0.01 2.28 -2.04  0.245
C 0.53 -0.35 1.65  0.624
C -0.20 -0.51 -0.87  -0.324
H -1.43 2.76 -1.19  0.246
H 0.64 -0.13 -1.61  0.249

Entry 4:
Formula: CH2ClF2NS
Source: OMol25
Level of theory: wB97M-V/def2-TZVPD

Properties
Gap between HOMO and LUMO (spin up / spin down) = 7.726 / 7.158 eV
HOMO (spin up / spin down) = -7.1186 / -11.4652 eV
Net charge = 0
Electronic energy = -1151.93098 a.u.
2S+1 = 3

Each line ends with the natural charge from an NBO analysis.
Element x y z (Å)
H 0.28 2.10 -0.51  0.095
C -1.03 -3.01 -0.92  0.078
N -1.18 -2.02 -0.36  -0.309
S 0.41 1.35 0.70  1.113
F 1.75 0.50 0.19  -0.485
F -1.08 2.16 0.91  -0.494
Cl 1.60 2.86 1.32  -0.228
H -0.75 -3.94 -1.34  0.229

Entry 5:
Formula: C12H12
Source: OMol25
Level of theory: wB97M-V/def2-TZVPD

Properties
Gap between HOMO and LUMO = 8.239 eV
HOMO = -7.9037 eV
Net charge = 0
Electronic energy = -464.12027 a.u.
Relative energy (zero: lowest compared OMol25 entry of this formula, charge and spin) = 220.75 kcal/mol

Each line ends with the natural charge from an NBO analysis.
Element x y z (Å)
H 2.91 -2.23 0.06  0.241
H -3.50 -0.56 1.72  0.198
C -0.10 -1.90 -0.23  -0.169
H -0.01 -2.94 -0.46  0.214
C -3.36 -0.01 0.19  -0.627
H -2.18 -2.43 -0.42  0.213
H -0.95 2.54 0.71  0.225
H 4.24 -0.27 0.26  0.208
C -1.47 -1.59 -0.31  -0.225
C 1.23 1.43 -0.08  -0.165
H 3.28 2.12 -0.62  0.236
C 0.37 0.35 0.01  -0.102
H -4.09 1.34 0.00  0.297
H -2.72 1.83 0.43  0.217
H 0.84 2.58 -0.79  0.201
H -3.70 -1.05 -0.60  0.242
C 2.28 -1.28 0.18  -0.191
H -1.43 2.37 -1.08  0.228
C 2.64 1.27 -0.13  -0.224
C -1.89 -0.38 0.09  -0.097
C -0.98 0.65 0.06  0.009
C -1.52 2.04 -0.04  -0.641
C 0.87 -0.98 0.07  -0.079
C 3.15 -0.13 0.34  -0.209

Entry 6:
Formula: C5H14ClO3STiYb
Source: OMol25
Level of theory: wB97M-V/def2-TZVPD

Properties
Gap between HOMO and LUMO (spin up / spin down) = 4.084 / 3.483 eV
HOMO (spin up / spin down) = -2.1864 / -2.1227 eV
Net charge = -1
Electronic energy = -3291.04660 a.u.
Relative energy (zero: lowest compared OMol25 entry of this formula, charge and spin) = 74.53 kcal/mol
2S+1 = 3

Each line ends with the natural charge from an NBO analysis.
Element x y z (Å)
H 0.19 0.44 -5.18  0.219
O -0.59 1.83 1.51  -1.020
O 1.79 2.53 1.72  -0.966
H -0.70 0.52 -3.61  0.272
C 1.99 -0.46 -1.49  -1.114
H -3.49 -1.18 -0.31  0.140
C 0.62 1.52 3.84  -0.887
H 2.46 0.54 -1.52  0.227
H 1.34 -0.58 -0.61  0.218
Yb -0.73 -0.10 0.44  1.370
C -1.47 -1.88 1.77  -1.334
H -2.27 -1.45 2.37  0.186
O 1.13 0.13 1.69  -1.019
H -0.20 0.86 4.12  0.251
H 1.56 1.14 4.26  0.237
H 0.77 1.55 -3.90  0.220
H 2.82 -1.18 -1.38  0.218
S 0.79 1.55 2.08  2.356
Ti 1.47 -0.87 -3.42  1.335
C -2.77 -0.45 -0.79  -1.031
H -3.25 0.07 -1.66  0.109
C 0.28 0.59 -4.09  -1.145
H -1.87 -2.71 1.17  0.196
Cl 0.37 -2.72 -3.68  -0.449
H -0.66 -2.22 2.43  0.178
H 0.43 2.53 4.24  0.232